Computed, not measured: C5H7BrN2 in the gas phase in a non-equilibrium geometry, with ωB97M-V/def2-TZVPD.

As for the SMILES: CCC1=C(Br)N=NC1. As for the LUMO energy: -0.12 eV. Its HOMO energy is -9.0 eV. The relative energy (zero: lowest compared OMol25 entry of this formula, charge and spin) comes out at 48.5 kcal per mole.

XYZ file:
```
15
Properties=species:S:1:pos:R:3:forces:R:3:nbo_charge:R:1
C -1.79697 0.97916 -0.01279 -0.69 -3.92 -0.55 -0.577
C -1.03997 -0.30099 0.46253 -3.36 0.26 3.09 -0.463
C 0.34105 -0.31879 0.15330 7.60 -0.41 1.51 0.012
C 1.60305 -0.14080 0.96801 -5.29 -0.04 -0.69 0.019
Br 1.82808 0.18601 2.84794 -0.39 -0.17 -1.12 0.080
N 2.74132 -0.17479 0.20296 0.76 0.29 1.24 -0.201
N 2.46828 -0.42279 -0.96843 -0.15 -0.81 -1.52 -0.105
C 1.02792 -0.59760 -1.14154 0.42 0.78 -0.52 -0.382
H -1.46300 1.90092 0.13237 2.41 3.71 1.33 0.210
H -2.77030 0.98622 0.39710 -1.25 -0.30 0.36 0.213
H -1.87622 0.91728 -1.06701 -0.35 -0.22 -1.26 0.198
H -1.65908 -1.12556 0.06370 0.79 0.09 -0.33 0.235
H -1.23211 -0.47670 1.60733 0.70 0.69 -1.85 0.232
H 0.92969 -1.52796 -1.69431 -0.48 -0.51 0.41 0.267
H 0.89826 0.11640 -1.95115 -0.72 0.56 -0.11 0.265
```
Positions in Å, forces in eV/Å.